{
  "formula": "C19H25N3PdSSi",
  "method": "the ωB97M-V functional and the def2-TZVPD basis",
  "s_squared": 2.009,
  "orbital_gap_ha": [0.1876, 0.2472],
  "fmax_ev_per_a": 2.41,
  "spin_multiplicity": 3,
  "homo_ev": [-5.04, -6.70],
  "relative_energy_ev": 2.319,
  "energy_ha": -1718.6085,
  "symbols": ["C", "C", "C", "H", "C", "C", "H", "H", "H", "H", "Pd", "C", "H", "H", "H", "Si", "C", "C", "H", "C", "H", "C", "H", "C", "H", "C", "H", "C", "C", "H", "C", "H", "C", "H", "C", "H", "C", "H", "H", "H", "N", "N", "C", "N", "S", "H", "H", "H", "H", "H"],
  "xyz": [[0.5634, 1.8355, 4.0832], [0.9906, 2.1114, 2.7446], [-0.1700, 2.4481, 1.9698], [2.0165, 2.1245, 2.3864], [-1.3094, 2.3456, 2.8314], [-0.8483, 1.9840, 4.1355], [-1.4725, 1.8489, 5.0168], [1.2088, 1.6372, 4.9351], [-0.1962, 2.6929, 0.9108], [-2.3408, 2.5294, 2.5586], [-0.3998, 0.3088, 2.5665], [-0.5054, -0.7048, 0.6982], [-1.2555, -0.1434, 0.1248], [-0.6055, -1.7819, 0.7756], [0.5347, -0.3582, 0.6101], [-0.1580, -1.0541, -1.9825], [1.2789, -1.1985, -3.1984], [2.0551, -0.0170, -3.1380], [1.6764, 0.8580, -2.5940], [3.3471, 0.0255, -3.6660], [3.9448, 0.9365, -3.5527], [3.8665, -1.0992, -4.3234], [4.8693, -1.0456, -4.7611], [3.0868, -2.2570, -4.4086], [3.5087, -3.1314, -4.9013], [1.7974, -2.3133, -3.8557], [1.2198, -3.2305, -3.9242], [-1.3846, 0.0964, -2.9040], [-1.2106, 0.5533, -4.2305], [-0.4274, 0.1270, -4.8633], [-2.0214, 1.5731, -4.7429], [-1.8401, 1.9520, -5.7478], [-3.0742, 2.1009, -3.9942], [-3.7104, 2.8909, -4.3970], [-3.3290, 1.5632, -2.7304], [-4.1769, 1.9203, -2.1503], [-2.5188, 0.5454, -2.2064], [-2.7754, 0.1043, -1.2389], [0.8912, -0.6616, -0.9853], [-0.9387, -2.1822, -1.2803], [1.0452, -1.0717, 3.5640], [0.6139, -1.4632, 4.8806], [-0.7232, -1.5133, 5.0895], [-1.0649, -1.9607, 6.3162], [-1.8901, -1.1016, 3.9484], [1.0960, -1.9205, 2.9958], [1.9948, -0.7001, 3.6576], [1.1769, -2.1554, 5.3826], [-2.0457, -1.9753, 6.5323], [-0.3899, -2.0722, 7.0629]],
  "forces_ev_per_angstrom": [[-0.495, 0.976, 0.359], [-0.342, 0.520, -0.337], [0.120, 0.689, 0.262], [-0.256, -0.024, 0.069], [0.234, 0.351, -0.267], [0.654, 0.599, 0.359], [0.197, -0.005, -0.311], [-0.153, -0.093, -0.229], [0.066, 0.005, 0.331], [0.178, 0.033, 0.004], [-0.784, -0.809, 0.307], [0.212, 0.833, 1.633], [0.468, -0.432, -0.026], [-0.178, 0.137, -0.151], [-0.868, -0.448, -0.438], [0.356, -0.413, -0.241], [0.157, -0.336, -0.462], [0.572, -0.391, -0.181], [0.135, -0.347, -0.208], [-0.408, 0.038, -0.121], [-0.206, -0.351, -0.149], [-0.315, 0.029, 0.159], [-0.399, -0.198, 0.208], [0.258, 0.144, -0.129], [-0.143, 0.113, 0.051], [0.532, 0.535, -0.095], [0.093, 0.062, 0.027], [-0.271, -0.035, 0.407], [0.071, 0.254, 0.481], [-0.090, 0.257, 0.328], [-0.079, -0.257, -0.063], [-0.018, -0.143, 0.169], [0.204, -0.345, 0.319], [0.243, -0.205, 0.119], [-0.036, -0.308, -0.035], [0.110, -0.051, -0.094], [-0.031, 0.552, -0.309], [0.134, 0.294, -0.242], [-0.688, 0.358, -0.901], [0.611, 0.293, -1.286], [1.101, -1.862, 1.055], [0.650, 0.152, -0.614], [-0.861, -0.037, -0.132], [0.083, -0.090, 0.121], [-0.032, -0.754, 0.861], [0.041, 0.180, -0.055], [-0.440, 0.031, -0.027], [-0.189, 0.424, -0.380], [0.025, -0.026, 0.080], [-0.224, 0.102, -0.229]],
  "lowdin_charge": [-0.2123, -0.2007, -0.2109, 0.0936, -0.2067, -0.2198, 0.0930, 0.0921, 0.0996, 0.0953, 0.6134, -0.3482, -0.0395, -0.0280, -0.0453, 0.7461, -0.3486, -0.1465, 0.1001, -0.0946, 0.1004, -0.1039, 0.0983, -0.1024, 0.0945, -0.1058, 0.0954, -0.2792, -0.0935, 0.1005, -0.0944, 0.0996, -0.0961, 0.1011, -0.0924, 0.0982, -0.1203, 0.0888, 0.0035, -0.0010, -0.0315, -0.0655, -0.8585, 0.0804, 0.6912, 0.1035, 0.1082, 0.1500, 0.0898, 0.1092]
}